A 14-piece molecular cluster, C53H145N11O14 overall at a distorted geometry. Source: OMol25; level of theory: ωB97M-V/def2-TZVPD.

```
223
Properties=species:S:1:pos:R:3:lowdin_charge:R:1
C 0.03 3.19 3.04 -0.040
C 0.58 4.44 3.78 -0.431
C -0.33 5.01 4.88 -0.225
O -1.62 5.21 4.38 -0.213
C -1.94 6.60 4.19 -0.096
N 1.75 4.02 4.48 0.025
H 0.75 2.93 2.23 0.079
H -0.91 3.47 2.55 0.037
H -0.26 2.33 3.61 0.075
H 0.85 5.25 3.01 0.151
H 0.01 5.95 5.29 0.111
H -0.36 4.37 5.78 0.132
H -1.38 7.09 3.31 0.114
H -1.91 7.12 5.14 0.079
H -2.97 6.48 3.88 0.072
H 2.29 3.45 3.83 0.047
H 2.33 4.87 4.64 0.094
C 4.63 -2.63 4.08 -0.061
C 4.10 -1.37 4.70 -0.347
C 4.98 -0.13 4.79 -0.266
O 4.29 0.91 5.32 -0.178
C 4.96 2.14 5.06 -0.069
N 2.81 -0.93 3.93 0.062
H 5.22 -3.30 4.68 0.061
H 5.23 -2.53 3.18 0.055
H 3.67 -3.23 3.71 0.113
H 3.65 -1.70 5.71 0.156
H 5.34 0.06 3.77 0.126
H 5.87 -0.31 5.44 0.139
H 4.55 2.88 5.71 0.083
H 4.79 2.47 4.06 0.057
H 6.04 2.04 5.22 0.096
H 2.52 -0.10 4.42 0.062
H 3.10 -0.54 3.05 0.023
C 4.04 5.98 1.14 -0.098
C 5.22 5.11 0.86 -0.374
C 4.66 3.66 0.51 -0.211
O 4.10 3.17 1.69 -0.205
C 3.58 1.89 1.49 -0.120
N 6.08 5.75 -0.24 0.045
H 4.29 7.02 1.39 0.074
H 3.42 5.54 1.99 0.081
H 3.32 6.12 0.32 0.082
H 5.88 5.02 1.70 0.122
H 5.46 3.02 0.17 0.113
H 3.92 3.73 -0.36 0.143
H 4.30 1.09 1.50 0.056
H 2.90 1.81 0.55 0.123
H 2.90 1.70 2.32 0.060
H 6.42 4.98 -0.75 0.025
H 6.78 6.32 0.18 0.054
C 0.15 -0.22 1.70 -0.036
C -0.03 -1.11 0.47 -0.401
C 0.39 -0.38 -0.74 -0.194
O -0.33 0.87 -0.74 -0.204
C 0.06 1.69 -1.86 -0.080
N 0.87 -2.24 0.68 0.081
H 1.18 0.13 1.91 0.070
H -0.21 -0.77 2.59 0.052
H -0.54 0.65 1.66 0.070
H -1.08 -1.33 0.40 0.118
H 0.23 -0.93 -1.69 0.124
H 1.45 -0.11 -0.72 0.116
H -0.49 1.38 -2.77 0.076
H 1.14 1.53 -1.99 0.069
H -0.03 2.77 -1.65 0.089
H 0.78 -2.57 1.66 0.090
H 0.73 -2.93 -0.06 0.054
C 0.72 -7.12 0.90 -0.041
C 1.05 -6.42 2.26 -0.411
C 2.52 -5.95 2.35 -0.176
O 3.40 -7.05 2.11 -0.171
C 3.56 -7.77 3.28 -0.135
N 0.03 -5.38 2.42 0.047
H 1.30 -8.01 0.71 0.067
H 0.90 -6.42 0.06 0.062
H -0.35 -7.42 0.94 0.083
H 0.74 -7.08 3.06 0.116
H 2.71 -5.54 3.31 0.096
H 2.66 -5.19 1.56 0.116
H 2.60 -8.10 3.70 0.097
H 4.06 -7.15 3.99 0.074
H 4.28 -8.55 3.13 0.085
H 0.42 -4.64 2.99 0.012
H -0.16 -4.96 1.49 0.077
C -5.16 -1.35 -0.87 -0.047
C -4.34 -2.25 -1.79 -0.416
C -3.23 -1.53 -2.53 -0.188
O -2.39 -2.51 -3.11 -0.262
C -2.77 -2.96 -4.47 -0.021
N -3.82 -3.40 -1.03 0.077
H -5.89 -0.83 -1.49 0.067
H -4.69 -0.60 -0.25 0.057
H -5.72 -1.99 -0.17 0.085
H -5.01 -2.63 -2.53 0.115
H -2.55 -0.91 -1.91 0.122
H -3.58 -0.82 -3.32 0.122
H -2.15 -3.81 -4.66 0.065
H -2.62 -2.13 -5.21 0.086
H -3.82 -3.26 -4.41 0.089
H -3.63 -3.22 -0.05 0.039
H -2.99 -3.72 -1.50 0.054
C 0.21 -1.69 -6.27 -0.068
C -0.06 -0.61 -5.27 -0.400
C 1.22 0.22 -5.17 -0.213
O 2.22 -0.30 -4.32 -0.179
C 3.38 0.50 -4.05 -0.090
N -1.21 0.20 -5.80 0.090
H 0.35 -1.30 -7.23 0.065
H -0.57 -2.38 -6.30 0.041
H 1.11 -2.28 -5.93 0.100
H -0.27 -0.97 -4.31 0.106
H 0.99 1.19 -4.77 0.093
H 1.56 0.45 -6.22 0.145
H 4.01 0.76 -4.89 0.083
H 4.02 0.04 -3.35 0.054
H 3.08 1.49 -3.58 0.079
H -1.73 0.64 -5.06 0.019
H -0.79 1.03 -6.25 0.086
C -3.19 2.15 -3.23 -0.055
C -4.54 2.44 -3.89 -0.422
C -5.13 1.36 -4.82 -0.214
O -4.10 0.78 -5.53 -0.224
C -4.52 0.00 -6.64 -0.093
N -5.59 2.89 -3.01 0.049
H -3.31 1.33 -2.49 0.070
H -2.82 2.99 -2.60 0.079
H -2.37 2.02 -3.90 0.027
H -4.36 3.29 -4.54 0.123
H -5.79 1.80 -5.54 0.119
H -5.66 0.59 -4.19 0.132
H -5.14 -0.82 -6.35 0.080
H -3.60 -0.28 -7.19 0.087
H -5.13 0.57 -7.30 0.070
H -6.14 2.04 -2.70 0.089
H -5.30 3.36 -2.18 0.039
C -5.55 2.91 0.82 -0.062
C -4.03 2.77 0.70 -0.417
C -3.26 4.09 0.90 -0.190
O -3.56 5.02 -0.12 -0.199
C -3.50 6.40 0.14 -0.128
N -3.52 1.79 1.66 0.063
H -6.13 2.00 0.61 0.072
H -6.06 3.73 0.35 0.061
H -5.77 3.13 1.90 0.089
H -3.87 2.21 -0.22 0.114
H -2.14 3.88 0.83 0.131
H -3.49 4.39 1.94 0.131
H -4.36 6.87 0.73 0.102
H -3.47 6.92 -0.84 0.081
H -2.57 6.72 0.67 0.084
H -3.23 2.18 2.52 0.064
H -2.73 1.30 1.30 0.039
C -5.33 -5.46 3.65 -0.075
C -4.57 -4.80 2.51 -0.429
C -4.09 -3.49 3.06 -0.163
O -3.31 -2.66 2.08 -0.233
C -3.23 -1.22 2.29 -0.109
N -3.51 -5.73 2.01 0.060
H -6.04 -4.83 4.17 0.070
H -4.59 -5.84 4.38 0.087
H -5.95 -6.29 3.31 0.072
H -5.23 -4.54 1.65 0.144
H -3.46 -3.69 3.93 0.117
H -4.94 -2.88 3.28 0.109
H -4.16 -0.72 2.67 0.094
H -2.80 -0.82 1.36 0.053
H -2.48 -1.02 3.09 0.063
H -2.60 -5.60 2.46 0.046
H -3.24 -5.43 1.09 0.032
C -1.44 6.15 -4.01 -0.066
C -0.62 5.43 -5.06 -0.458
C 0.72 4.88 -4.54 -0.221
O 1.47 4.38 -5.59 -0.202
C 2.88 4.18 -5.41 -0.072
N -1.34 4.33 -5.68 0.053
H -2.22 6.71 -4.50 0.068
H -0.93 6.91 -3.46 0.069
H -1.88 5.41 -3.28 0.090
H -0.41 6.23 -5.82 0.144
H 0.43 4.21 -3.72 0.115
H 1.40 5.60 -4.10 0.118
H 3.37 5.09 -5.02 0.088
H 3.24 4.04 -6.41 0.084
H 3.14 3.38 -4.67 0.073
H -0.67 3.96 -6.38 0.080
H -2.11 4.79 -6.17 0.081
C 5.44 -0.91 -0.48 -0.062
C 4.21 -1.73 -0.16 -0.496
C 4.67 -3.16 0.21 -0.060
O 3.46 -1.12 0.88 -0.121
H 5.17 0.05 -1.00 0.079
H 6.15 -1.47 -1.09 0.085
H 5.88 -0.70 0.47 0.065
H 3.52 -1.79 -1.06 0.136
H 3.91 -3.72 0.77 0.052
H 5.60 -3.14 0.76 0.063
H 4.96 -3.72 -0.74 0.097
H 2.52 -1.49 0.80 0.049
C 2.24 -4.46 -1.99 -0.056
C 1.23 -3.64 -2.73 -0.512
C 0.67 -4.32 -3.98 -0.037
O 0.20 -3.49 -1.81 -0.061
H 2.36 -3.97 -1.02 0.047
H 3.22 -4.41 -2.53 0.102
H 1.90 -5.50 -1.85 0.090
H 1.79 -2.74 -3.03 0.130
H 0.13 -5.25 -3.78 0.092
H 1.35 -4.54 -4.81 0.087
H -0.04 -3.64 -4.45 0.032
H -0.61 -3.27 -2.29 0.074
C 0.35 -3.57 6.34 -0.056
C -0.21 -2.94 5.06 -0.434
C -0.47 -1.45 5.31 -0.035
O 0.77 -3.12 4.01 -0.122
H -0.30 -3.44 7.17 0.068
H 1.32 -3.14 6.65 0.088
H 0.61 -4.58 6.26 0.053
H -1.06 -3.54 4.75 0.125
H -1.01 -1.08 4.41 0.043
H 0.49 -1.01 5.44 0.060
H -1.20 -1.31 6.15 0.100
H 1.39 -2.37 4.06 0.025
```

HOMO energy: -8.561 eV
E_LUMO: 0.376 eV
energy above the lowest of the compared OMol25 structures with the same formula, charge and spin: 34.7 kJ/mol
energy: -3761.66935 Ha